Here is C8H5NO2 in the gas phase at a distorted geometry from the Open Molecules 2025 dataset. Energies are from wB97M-V/def2-TZVPD.

Cartesian coordinates (Å):
C: 1.0388 -0.6265 2.2007
N: 0.6383 0.5549 2.0035
C: 0.1333 0.6860 0.6481
C: -0.6480 1.7973 0.2355
C: -1.1468 1.6608 -1.0072
C: -0.8965 0.5589 -1.8552
C: -0.0713 -0.4876 -1.3978
C: 0.3841 -0.3841 -0.1226
C: 0.9667 -1.4705 0.7005
O: 1.8423 -2.4579 0.2441
O: 0.4801 -2.7725 0.6038
H: 1.2225 -1.1646 3.0987
H: -1.1294 2.4319 0.9663
H: -1.6822 2.4604 -1.6454
H: -1.4896 0.5042 -2.7389
H: 0.3577 -1.2908 -1.9341

Values from the calculation:
**Gap between HOMO and LUMO**: 9.17 eV
**E**: -512.90103 Eh
**Charge**: 0

The net atomic charges from Mulliken, expressed in e, are: atom 1 (C): -0.2054, atom 2 (N): -0.5929, atom 3 (C): 0.4372, atom 4 (C): -0.7029, atom 5 (C): -0.0742, atom 6 (C): -0.5860, atom 7 (C): -0.6772, atom 8 (C): 0.1896, atom 9 (C): 0.9785, atom 10 (O): -0.3326, atom 11 (O): -0.3130, atom 12 (H): 0.4179, atom 13 (H): 0.3812, atom 14 (H): 0.2365, atom 15 (H): 0.3995, atom 16 (H): 0.4440

Here is C21H38AsN3O5SW as an isolated structure at a distorted geometry from the Open Molecules 2025 dataset. Energies are from wB97M-V/def2-TZVPD.

Cartesian coordinates (Å):
W: -0.5516 0.5276 -1.0420
C: -4.0421 3.0776 0.9731
N: -4.3663 1.9467 0.1314
C: -5.7646 1.8438 -0.2194
C: -3.3969 1.2428 -0.4741
O: -2.1219 1.4843 -0.2840
C: -3.7131 0.0801 -1.3906
O: -2.5213 -0.6992 -1.5621
C: -2.4467 -1.9380 -0.8452
C: -1.5223 -1.7739 0.3424
O: -0.9401 -0.5965 0.5072
N: -1.2560 -2.8111 1.1712
C: -0.3429 -2.6481 2.2785
C: -1.7162 -4.1478 0.8726
H: -4.6007 3.0021 1.9066
H: -4.3203 4.0086 0.4733
H: -2.9753 3.0949 1.1870
H: -6.3560 1.9902 0.6842
H: -6.0201 0.8806 -0.6487
H: -6.0376 2.6219 -0.9376
H: -3.9947 0.4340 -2.3960
H: -4.5234 -0.5465 -0.9949
H: -2.0407 -2.6740 -1.5578
H: -3.4500 -2.2713 -0.5390
H: -0.0849 -1.5949 2.3892
H: 0.5652 -3.2302 2.1067
H: -0.8163 -2.9964 3.1962
H: -1.3870 -4.4683 -0.1176
H: -2.8045 -4.2202 0.9248
H: -1.2954 -4.8248 1.6107
C: -0.5112 -1.4109 -4.0671
C: 0.5679 -1.4988 -2.9807
C: 1.7385 -0.5417 -3.2773
C: 1.0631 -2.9428 -2.8390
O: 0.0019 -1.0552 -1.7486
H: -0.1022 -1.6794 -5.0360
H: -0.8981 -0.3903 -4.1055
H: -1.3268 -2.0952 -3.8412
H: 2.0959 -0.6692 -4.2943
H: 2.5691 -0.7584 -2.5968
H: 1.3918 0.5062 -3.1549
H: 1.5852 -3.2402 -3.7426
H: 0.2251 -3.6227 -2.6921
H: 1.7407 -3.0312 -1.9924
C: 3.2246 1.4933 -0.8346
As: 1.7217 0.5240 0.0720
C: 2.9457 -0.8553 0.9054
C: 1.5724 1.7507 1.6735
C: 2.7929 1.8615 2.5497
C: 3.7651 2.8315 2.3128
C: 4.8519 2.9636 3.1638
C: 4.9791 2.1376 4.2680
C: 4.0092 1.1810 4.5219
C: 2.9361 1.0348 3.6617
H: 3.9412 1.8534 -0.0873
H: 2.8250 2.3455 -1.3931
H: 3.7588 0.8297 -1.5185
H: 3.8610 -0.3597 1.2483
H: 3.2049 -1.6238 0.1726
H: 2.4666 -1.3296 1.7644
H: 0.7172 1.4059 2.2704
H: 1.3282 2.7321 1.2512
H: 3.6460 3.5179 1.4845
H: 5.5844 3.7340 2.9774
H: 5.8206 2.2498 4.9338
H: 4.0833 0.5658 5.4055
H: 2.1766 0.2944 3.8776
O: 0.1505 2.3602 -0.9365
S: -0.6219 2.7810 -2.3470
N: -1.0384 1.3562 -2.7755

Values from the calculation:
**Gap between HOMO and LUMO (spin up / spin down)**: 6.57 / 6.55 eV
**E**: -4063.96729 Eh
**Charge**: +2

The net atomic charges from Mulliken, expressed in e, are: atom 1 (W): 1.9479, atom 2 (C): -0.9427, atom 3 (N): 0.1169, atom 4 (C): -0.9072, atom 5 (C): 0.9656, atom 6 (O): -0.6477, atom 7 (C): -1.0420, atom 8 (O): -0.2671, atom 9 (C): -1.0337, atom 10 (C): 0.8734, atom 11 (O): -0.9092, atom 12 (N): 0.1821, atom 13 (C): -1.1119, atom 14 (C): -0.9470, atom 15 (H): 0.3509, atom 16 (H): 0.3746, atom 17 (H): 0.2472, atom 18 (H): 0.3218, atom 19 (H): 0.3578, atom 20 (H): 0.3424, atom 21 (H): 0.3767, atom 22 (H): 0.4809, atom 23 (H): 0.3214, atom 24 (H): 0.8100, atom 25 (H): 0.2749, atom 26 (H): 0.4378, atom 27 (H): 0.4550, atom 28 (H): 0.3239, atom 29 (H): 0.3400, atom 30 (H): 0.4333, atom 31 (C): -1.4488, atom 32 (C): 1.0097, atom 33 (C): -1.2135, atom 34 (C): -1.5897, atom 35 (O): 0.1152, atom 36 (H): 0.5593, atom 37 (H): 0.2628, atom 38 (H): 0.2999, atom 39 (H): 0.6120, atom 40 (H): 0.2209, atom 41 (H): 0.2409, atom 42 (H): 0.4321, atom 43 (H): 0.3372, atom 44 (H): 0.2755, atom 45 (C): -1.2489, atom 46 (As): 0.3938, atom 47 (C): -1.2387, atom 48 (C): -1.2510, atom 49 (C): 0.5221, atom 50 (C): -0.2072, atom 51 (C): -0.7806, atom 52 (C): -0.4899, atom 53 (C): -0.7752, atom 54 (C): -0.1972, atom 55 (H): 0.5205, atom 56 (H): 0.2831, atom 57 (H): 0.4356, atom 58 (H): 0.4446, atom 59 (H): 0.4225, atom 60 (H): 0.3075, atom 61 (H): 0.5910, atom 62 (H): 0.5163, atom 63 (H): 0.4791, atom 64 (H): 0.4141, atom 65 (H): 0.4170, atom 66 (H): 0.4210, atom 67 (H): 0.3395, atom 68 (O): -0.5535, atom 69 (S): 0.0319, atom 70 (N): -0.4370

Here is C3H7FS in the gas phase at a distorted geometry from the Open Molecules 2025 dataset. Energies are from wB97M-V/def2-TZVPD.

Cartesian coordinates (Å):
C: 0.0641 1.9090 1.3909
C: 0.3661 0.8335 0.3426
F: 1.2155 -0.3572 0.8205
C: -0.9347 0.2964 -0.5118
S: -0.3943 -1.4005 -1.1464
H: 1.0513 2.2109 1.7937
H: -0.1496 1.3696 2.4667
H: -0.7998 2.7131 1.0251
H: 0.8916 1.4938 -0.3440
H: -1.8793 0.1057 0.1815
H: -1.1713 1.1789 -1.3040
H: 0.4534 -1.6831 -0.1914

Values from the calculation:
**Gap between HOMO and LUMO**: 9.77 eV
**E**: -616.45850 Eh
**Charge**: 0

The net atomic charges from Mulliken, expressed in e, are: atom 1 (C): -1.0538, atom 2 (C): 0.3572, atom 3 (F): -0.3784, atom 4 (C): -0.5047, atom 5 (S): -0.2504, atom 6 (H): 0.3553, atom 7 (H): 0.2706, atom 8 (H): 0.2631, atom 9 (H): 0.1895, atom 10 (H): 0.2749, atom 11 (H): 0.3155, atom 12 (H): 0.1611

- E of number 3 (C3H7FS)?
  -616.45850 Eh

- What is the formula in the third record?
  C3H7FS

- Which formula does entry 1 have?
  C8H5NO2